{
  "formula": "C32H37N4NiO2Se",
  "method": "ωB97M-V/def2-TZVPD",
  "species": ["Ni", "C", "C", "C", "C", "C", "C", "C", "C", "C", "C", "C", "C", "N", "C", "O", "C", "C", "C", "C", "C", "N", "C", "O", "N", "C", "C", "C", "C", "C", "C", "C", "C", "C", "C", "C", "C", "H", "H", "H", "H", "H", "H", "H", "H", "H", "H", "H", "H", "H", "H", "H", "H", "H", "H", "H", "H", "H", "H", "H", "H", "H", "H", "H", "H", "H", "H", "H", "H", "H", "H", "H", "H", "H", "Se", "C", "N"],
  "xyz": [[0.0602, -0.3942, -0.7502], [1.4017, 3.5641, 0.3896], [0.1415, 2.7036, 0.4526], [-0.5249, 2.8251, 1.8265], [-0.8622, 3.0077, -0.6452], [-0.9374, 4.2691, -1.2152], [-1.8726, 4.5523, -2.1980], [-2.7250, 3.5595, -2.6432], [-2.6846, 2.2770, -2.1079], [-3.6081, 1.2013, -2.6374], [-5.0514, 1.4526, -2.1847], [-3.5237, 1.0896, -4.1614], [-1.7656, 2.0052, -1.0776], [-1.6604, 0.7301, -0.4990], [-2.5976, 0.2048, 0.2951], [-3.6829, 0.6878, 0.6263], [-2.1437, -1.1322, 0.8579], [-2.9274, -2.0831, 1.4894], [-2.3101, -3.2535, 1.9192], [-0.9424, -3.4451, 1.7392], [-0.2268, -2.4361, 1.1208], [-0.8459, -1.3388, 0.7200], [1.2784, -2.3907, 0.8953], [1.9888, -3.3057, 1.3043], [1.6546, -1.2640, 0.2615], [2.9800, -0.7978, 0.2818], [3.6447, -0.5353, -0.9451], [4.9616, -0.0985, -0.9419], [5.6479, 0.1331, 0.2338], [4.9728, -0.0199, 1.4249], [3.6499, -0.4562, 1.4895], [3.1069, -0.4257, 2.9229], [1.6148, -0.1592, 3.1522], [3.5638, -1.6583, 3.7200], [3.0000, -0.6760, -2.3144], [2.5450, -2.1041, -2.6312], [1.9197, 0.3848, -2.5576], [2.1578, 3.1628, 1.0676], [1.1890, 4.5916, 0.6930], [1.8205, 3.5777, -0.6182], [0.4616, 1.6618, 0.3334], [-0.8988, 3.8420, 1.9635], [0.1895, 2.6065, 2.6242], [-1.3661, 2.1371, 1.9129], [-0.2642, 5.0517, -0.8847], [-1.9337, 5.5508, -2.6145], [-3.4375, 3.7875, -3.4278], [-3.2859, 0.2465, -2.2224], [-5.4234, 2.3992, -2.5879], [-5.0984, 1.4934, -1.0973], [-5.6999, 0.6471, -2.5391], [-3.8849, 1.9989, -4.6485], [-4.1354, 0.2539, -4.5077], [-2.4986, 0.9067, -4.4821], [-3.9846, -1.9035, 1.6245], [-2.8990, -4.0256, 2.3985], [-0.4349, -4.3452, 2.0566], [5.4556, 0.0658, -1.8934], [6.6779, 0.4680, 0.2165], [5.4771, 0.2338, 2.3518], [3.6204, 0.4331, 3.3665], [1.0419, -1.0803, 3.2233], [1.1815, 0.4563, 2.3643], [1.4920, 0.3653, 4.1028], [3.1103, -2.5584, 3.3132], [3.2709, -1.5507, 4.7687], [4.6490, -1.7677, 3.6746], [3.7825, -0.4325, -3.0386], [1.8373, -2.4714, -1.8962], [3.4055, -2.7761, -2.6292], [2.0714, -2.1466, -3.6142], [1.0200, 0.2408, -1.9352], [1.5690, 0.3549, -3.5886], [2.2985, 1.3830, -2.3359], [-1.0378, -1.9949, -2.3337], [-0.5492, -1.4764, -3.9859], [-0.2415, -1.1636, -5.0580]],
  "forces_ev_per_a": [[-0.83, -0.52, 1.23], [-0.05, -0.08, 0.00], [-0.08, 0.14, -0.01], [0.06, -0.11, -0.05], [-0.17, -0.35, -0.12], [0.04, 0.07, 0.02], [-0.04, 0.09, -0.01], [-0.02, 0.05, -0.01], [0.19, -0.15, 0.24], [-0.18, 0.08, -0.05], [0.09, 0.00, 0.01], [0.03, -0.06, 0.10], [-0.22, 0.45, 0.03], [0.77, -0.25, -0.06], [0.05, 0.47, -0.26], [-0.03, -0.24, 0.08], [-0.06, 0.08, 0.11], [-0.06, -0.01, 0.09], [0.05, 0.08, -0.04], [0.05, -0.05, 0.03], [0.07, -0.02, 0.12], [-0.22, -0.35, -0.18], [0.46, 0.09, -0.06], [-0.13, 0.01, 0.21], [-0.51, 0.49, -0.20], [0.49, 0.03, 0.09], [-0.02, -0.08, 0.05], [0.03, 0.02, -0.03], [0.10, 0.04, 0.00], [0.04, 0.00, -0.10], [-0.18, 0.03, -0.12], [-0.06, -0.22, 0.08], [0.12, 0.03, -0.18], [-0.05, 0.18, -0.04], [-0.26, -0.20, 0.15], [0.11, 0.04, -0.07], [0.39, -0.04, -0.15], [-0.01, 0.02, 0.01], [0.05, 0.02, -0.02], [0.02, 0.03, 0.01], [0.03, -0.04, 0.04], [-0.01, 0.01, 0.01], [-0.02, 0.01, 0.01], [-0.04, 0.02, 0.01], [0.00, -0.03, -0.02], [0.02, -0.02, -0.03], [-0.01, -0.03, 0.01], [0.05, 0.00, 0.02], [-0.01, -0.02, -0.04], [-0.04, -0.01, -0.01], [-0.03, 0.03, 0.00], [0.00, -0.03, -0.02], [-0.02, 0.02, -0.02], [0.04, 0.00, -0.05], [0.01, 0.02, -0.02], [-0.01, 0.00, -0.01], [0.02, 0.02, 0.01], [-0.01, 0.00, 0.00], [-0.01, 0.00, 0.02], [-0.02, -0.03, 0.02], [0.01, -0.01, -0.04], [-0.10, -0.13, -0.11], [-0.03, 0.00, 0.00], [-0.02, -0.02, 0.00], [-0.03, -0.10, -0.04], [0.01, -0.03, -0.01], [-0.02, -0.02, 0.01], [0.02, 0.04, 0.01], [-0.03, -0.03, -0.01], [0.03, 0.03, 0.01], [0.03, -0.01, 0.03], [0.42, 0.54, -0.81], [-0.13, -0.04, 0.06], [-0.06, 0.01, 0.07], [-0.26, -0.29, 0.67], [0.22, 0.26, -0.73], [0.01, 0.02, 0.07]],
  "orbital_gap_ev": [7.82, 7.45],
  "total_charge": -1,
  "multiplicity": 3,
  "s_squared": 2.008
}